Entry 1:
A 11-piece molecular cluster, C70H139Cl9N7O7 overall in a non-equilibrium geometry. Source: OMol25; level of theory: ωB97M-V/def2-TZVPD.

Summary:
HOMO (alpha / beta) ... -0.32611 / -0.35899 hartree
HOMO-LUMO gap (alpha / beta) ... 8.9297 / 9.3250 eV
Net charge ... 0
Multiplicity ... 8

Each line ends with the Löwdin charge.
Positions of all 232 atoms, in Å:
C 0.240 27.092 -6.471  -0.03
C -0.607 25.957 -5.839  -0.51
C -2.016 26.541 -5.589  -0.16
C -3.145 25.569 -5.322  -0.17
C -3.273 24.838 -6.678  -0.14
C -1.974 24.014 -6.978  -0.49
N -0.699 24.832 -6.759  -0.01
O 0.543 24.130 -7.267  -0.07
C -1.896 22.801 -6.021  -0.02
C -2.150 23.560 -8.385  -0.06
C 0.021 25.618 -4.485  -0.03
H 1.314 26.903 -6.456  0.08
H 0.165 27.978 -5.841  0.09
H -0.129 27.297 -7.476  0.09
H -1.979 27.182 -4.709  0.11
H -2.264 27.297 -6.335  0.12
H -4.048 26.161 -5.173  0.11
H -3.113 24.913 -4.452  0.11
H -3.626 25.489 -7.477  0.12
H -4.003 24.028 -6.670  0.11
H -2.611 22.072 -6.404  0.08
H -0.925 22.314 -6.102  0.08
H -2.150 23.022 -4.984  0.07
H -2.216 24.410 -9.064  0.09
H -1.262 23.034 -8.733  0.08
H -3.081 23.020 -8.559  0.09
H 1.100 25.573 -4.636  0.08
H -0.428 24.796 -3.928  0.08
H -0.119 26.425 -3.765  0.08
C 3.146 16.304 -10.377  -0.05
C 2.621 16.053 -8.958  -0.50
C 1.194 16.435 -9.040  -0.17
C 0.412 15.897 -7.832  -0.19
C 0.649 14.457 -7.574  -0.15
C 2.161 14.114 -7.272  -0.51
N 2.919 14.641 -8.456  0.01
O 4.356 14.261 -8.459  -0.04
C 2.604 14.641 -5.922  -0.03
C 2.212 12.622 -7.272  -0.06
C 3.331 17.120 -8.116  -0.04
H 4.218 16.109 -10.329  0.08
H 2.819 17.238 -10.834  0.09
H 2.718 15.545 -11.033  0.08
H 0.965 17.493 -8.910  0.13
H 0.636 16.228 -9.954  0.12
H -0.648 16.031 -8.048  0.12
H 0.683 16.475 -6.949  0.11
H 0.236 13.809 -8.347  0.12
H 0.074 14.117 -6.713  0.12
H 2.063 14.239 -5.064  0.09
H 3.670 14.602 -5.700  0.09
H 2.409 15.713 -5.884  0.06
H 1.898 12.209 -8.231  0.09
H 3.226 12.255 -7.114  0.08
H 1.633 12.203 -6.449  0.09
H 4.354 16.816 -7.894  0.09
H 2.834 17.200 -7.150  0.06
H 3.336 18.133 -8.520  0.09
C 6.408 18.937 -0.600  -0.04
C 5.296 19.914 -0.230  -0.46
C 3.877 19.301 -0.629  -0.12
C 3.364 18.186 0.274  -0.20
C 3.396 18.740 1.672  -0.18
C 4.749 19.284 2.168  -0.48
N 5.361 20.243 1.221  -0.03
O 6.561 20.883 1.749  -0.04
C 4.339 19.881 3.528  -0.05
C 5.627 18.045 2.532  -0.03
C 5.499 21.166 -1.138  -0.04
H 6.505 18.885 -1.684  0.09
H 6.186 17.930 -0.247  0.07
H 7.371 19.275 -0.215  0.09
H 3.075 20.038 -0.678  0.12
H 3.925 18.872 -1.630  0.12
H 3.897 17.242 0.166  0.11
H 2.350 17.869 0.033  0.11
H 2.956 17.940 2.268  0.12
H 2.678 19.559 1.722  0.12
H 3.571 19.263 3.993  0.08
H 5.182 19.868 4.218  0.08
H 3.938 20.888 3.411  0.09
H 5.906 17.330 1.758  0.07
H 6.568 18.273 3.032  0.08
H 5.066 17.545 3.322  0.08
H 5.099 20.963 -2.132  0.08
H 6.539 21.472 -1.249  0.08
H 5.063 22.102 -0.790  0.08
C 2.316 11.059 2.779  -0.04
C 3.535 10.019 2.935  -0.42
C 3.314 9.425 4.352  -0.16
C 4.186 8.244 4.649  -0.21
C 4.076 7.161 3.596  -0.15
C 4.350 7.618 2.129  -0.51
N 3.582 8.860 1.950  -0.02
O 3.337 9.249 0.556  -0.05
C 5.819 7.713 1.793  -0.02
C 3.814 6.414 1.347  -0.05
C 4.799 10.889 2.907  -0.04
H 1.348 10.559 2.760  0.08
H 2.376 11.687 1.890  0.07
H 2.218 11.787 3.584  0.08
H 3.573 10.143 5.130  0.12
H 2.299 9.103 4.583  0.12
H 4.023 7.862 5.656  0.12
H 5.227 8.566 4.610  0.10
H 3.145 6.648 3.836  0.12
H 4.824 6.396 3.807  0.12
H 6.302 8.489 2.387  0.07
H 6.250 6.791 2.183  0.09
H 6.021 7.902 0.739  0.10
H 2.738 6.307 1.484  0.09
H 3.890 6.632 0.282  0.08
H 4.265 5.438 1.525  0.09
H 4.998 11.262 1.902  0.09
H 5.683 10.401 3.316  0.07
H 4.616 11.785 3.501  0.08
C 14.416 23.164 0.224  -0.02
C 13.843 24.386 0.990  -0.51
C 13.663 24.006 2.501  -0.14
C 14.936 24.011 3.303  -0.20
C 15.607 25.318 3.168  -0.18
C 15.869 25.779 1.729  -0.46
N 14.651 25.595 0.823  0.00
O 14.850 25.973 -0.609  -0.04
C 16.192 27.279 1.826  -0.05
C 17.190 25.056 1.237  -0.02
C 12.422 24.573 0.469  -0.05
H 13.866 22.231 0.344  0.09
H 15.429 22.979 0.582  0.06
H 14.477 23.437 -0.829  0.08
H 12.819 24.538 2.939  0.12
H 13.266 22.992 2.537  0.12
H 15.613 23.287 2.850  0.11
H 14.852 23.732 4.353  0.12
H 16.543 25.144 3.700  0.12
H 15.134 26.171 3.656  0.12
H 17.023 27.468 2.505  0.09
H 16.582 27.512 0.835  0.08
H 15.363 27.949 2.053  0.09
H 18.002 25.452 1.847  0.08
H 17.240 23.985 1.432  0.06
H 17.399 25.185 0.175  0.08
H 12.239 24.694 -0.598  0.09
H 11.883 25.311 1.063  0.09
H 11.930 23.628 0.701  0.08
C 11.094 14.332 0.534  -0.05
C 12.450 13.792 0.849  -0.51
C 13.437 14.261 -0.221  -0.16
C 13.768 15.749 -0.226  -0.20
C 14.342 16.060 1.114  -0.13
C 13.510 15.511 2.359  -0.48
N 13.004 14.150 2.151  -0.03
O 12.344 13.518 3.336  -0.04
C 14.489 15.515 3.556  -0.05
C 12.326 16.472 2.615  -0.02
C 12.400 12.220 0.549  -0.02
H 10.632 13.895 -0.350  0.09
H 11.087 15.396 0.299  0.07
H 10.377 14.170 1.339  0.09
H 14.358 13.679 -0.223  0.13
H 12.937 14.160 -1.185  0.12
H 12.965 16.420 -0.529  0.11
H 14.494 15.854 -1.032  0.11
H 14.387 17.144 1.223  0.12
H 15.314 15.569 1.170  0.12
H 13.988 15.476 4.523  0.08
H 15.191 14.683 3.509  0.08
H 15.150 16.377 3.642  0.08
H 12.788 17.286 3.174  0.08
H 11.965 16.819 1.647  0.07
H 11.583 16.044 3.289  0.09
H 13.374 11.895 0.913  0.08
H 12.380 11.916 -0.497  0.08
H 11.571 11.715 1.046  0.08
C -0.924 16.596 11.019  -0.03
C -1.597 15.842 9.771  -0.44
C -1.216 14.380 9.912  -0.17
C -1.941 13.322 9.107  -0.18
C -3.466 13.493 9.370  -0.14
C -3.974 14.952 9.165  -0.51
N -3.112 15.905 9.892  -0.01
O -3.714 17.266 10.112  -0.05
C -4.140 15.095 7.635  -0.03
C -5.378 14.933 9.765  -0.06
C -1.101 16.593 8.517  -0.02
H -1.169 17.647 11.172  0.08
H 0.146 16.403 11.085  0.08
H -1.306 16.090 11.906  0.07
H -0.165 14.255 9.654  0.12
H -1.250 14.038 10.947  0.12
H -1.631 12.299 9.318  0.11
H -1.754 13.382 8.035  0.10
H -3.664 13.175 10.394  0.12
H -3.970 12.781 8.718  0.12
H -4.533 16.080 7.383  0.09
H -3.181 14.955 7.136  0.07
H -4.923 14.423 7.284  0.08
H -5.870 15.895 9.616  0.08
H -6.013 14.229 9.227  0.09
H -5.357 14.741 10.838  0.09
H -0.397 17.411 8.668  0.08
H -1.920 16.959 7.898  0.08
H -0.477 15.931 7.916  0.08
Cl 10.549 21.394 -6.099  0.55
C 10.378 19.640 -6.277  -0.68
C 10.633 19.261 -7.751  -0.70
Cl 10.525 17.513 -7.872  0.57
H 9.324 19.414 -6.115  0.06
H 11.024 19.115 -5.573  0.07
H 11.614 19.632 -8.050  0.07
H 9.907 19.663 -8.457  0.07
Cl 8.135 24.293 8.590  0.52
C 6.403 24.747 8.492  -0.63
C 6.003 25.465 9.815  -0.60
Cl 6.941 27.037 10.039  0.46
H 5.803 23.845 8.364  0.07
H 6.300 25.384 7.613  0.06
H 6.266 24.873 10.692  0.06
H 4.948 25.719 9.918  0.06
Cl 7.788 30.046 -4.088  0.51
C 8.518 28.411 -3.865  -0.62
C 7.379 27.352 -3.697  -0.72
Cl 6.515 27.609 -2.221  0.57
H 9.170 28.313 -2.997  0.07
H 9.085 28.207 -4.773  0.06
H 7.787 26.349 -3.817  0.07
H 6.618 27.308 -4.476  0.06
C 7.387 18.610 10.563  -1.52
Cl 8.073 18.644 8.934  0.53
Cl 5.722 19.302 10.546  0.46
Cl 8.310 19.501 11.790  0.52
H 7.188 17.583 10.869  0.01

Forces on atoms 1 to 3 (eV/Å):
-0.05 -0.22 0.39
0.09 1.01 0.35
0.24 0.69 1.41

---

Entry 2:
A 11-piece molecular cluster, C70H150N17O7P3 overall in a non-equilibrium geometry. Source: OMol25; level of theory: ωB97M-V/def2-TZVPD.

Summary:
Relative energy (zero: lowest compared OMol25 entry of this formula, charge and spin) ... 238.2 kJ/mol
HOMO ... -0.28575 hartree
HOMO-LUMO gap ... 8.0523 eV
Net charge ... 0
Multiplicity ... 1

Each line ends with the Löwdin charge.
Positions of all 247 atoms, in Å:
C -17.809 -27.612 16.383  -0.15
N -16.658 -28.474 16.193  -0.28
C -16.003 -28.783 17.481  -0.11
P -16.344 -29.424 14.761  0.57
O -15.124 -30.236 14.831  -0.28
N -17.728 -30.287 14.474  -0.33
C -19.012 -29.696 14.164  -0.11
C -17.822 -31.694 14.898  -0.09
N -16.220 -28.413 13.367  -0.30
C -15.863 -29.070 12.070  -0.08
C -15.588 -27.137 13.583  -0.12
H -17.692 -26.937 17.231  0.08
H -18.638 -28.219 16.749  0.07
H -18.137 -26.983 15.556  0.07
H -15.423 -27.933 17.839  0.07
H -15.350 -29.653 17.408  0.07
H -16.717 -28.871 18.299  0.07
H -19.462 -29.326 15.085  0.06
H -18.739 -28.842 13.543  0.07
H -19.709 -30.386 13.688  0.08
H -18.242 -31.758 15.901  0.08
H -18.580 -32.133 14.250  0.07
H -16.822 -32.105 14.754  0.08
H -14.855 -29.449 11.900  0.08
H -16.454 -29.986 12.067  0.08
H -16.169 -28.375 11.288  0.04
H -16.332 -26.544 14.116  0.06
H -15.361 -26.670 12.625  0.05
H -14.621 -27.306 14.057  0.08
C -12.813 -30.156 8.389  -0.09
N -12.607 -28.727 8.767  -0.32
C -11.603 -28.430 9.792  -0.13
P -13.636 -27.507 7.945  0.71
O -14.601 -28.101 6.947  -0.31
N -14.406 -26.698 9.302  -0.28
C -13.715 -26.121 10.464  -0.12
C -15.831 -26.783 9.472  -0.15
N -12.483 -26.303 7.414  -0.30
C -11.327 -26.681 6.631  -0.13
C -12.849 -24.915 7.158  -0.13
H -13.086 -30.126 7.334  0.07
H -13.630 -30.487 9.030  0.07
H -11.873 -30.680 8.561  0.07
H -11.410 -27.357 9.814  0.06
H -10.685 -28.963 9.546  0.08
H -12.043 -28.822 10.709  0.07
H -13.590 -26.838 11.276  0.07
H -12.708 -25.888 10.117  0.05
H -14.207 -25.202 10.782  0.08
H -16.039 -27.844 9.328  0.07
H -16.173 -26.535 10.477  0.07
H -16.503 -26.305 8.760  0.07
H -10.675 -25.930 6.186  0.08
H -10.610 -27.105 7.334  0.07
H -11.587 -27.341 5.804  0.08
H -12.487 -24.229 7.924  0.06
H -13.933 -24.808 7.139  0.06
H -12.395 -24.473 6.272  0.08
C -6.131 -23.134 19.032  -0.13
N -7.500 -22.708 18.798  -0.29
C -8.323 -23.690 18.010  -0.07
P -8.239 -21.751 20.056  0.65
O -8.590 -22.475 21.322  -0.31
N -7.113 -20.441 20.210  -0.30
C -6.835 -19.608 19.010  -0.11
C -6.207 -20.388 21.400  -0.10
N -9.568 -20.987 19.210  -0.26
C -9.599 -20.583 17.779  -0.12
C -10.851 -20.777 19.912  -0.12
H -5.570 -22.218 19.217  0.05
H -5.701 -23.673 18.188  0.09
H -5.999 -23.658 19.978  0.08
H -8.857 -24.292 18.745  0.04
H -7.695 -24.425 17.506  0.05
H -9.034 -23.222 17.329  0.06
H -6.441 -20.220 18.199  0.07
H -7.685 -19.128 18.525  0.05
H -6.202 -18.751 19.240  0.08
H -6.161 -19.343 21.708  0.07
H -6.624 -20.966 22.225  0.07
H -5.218 -20.742 21.105  0.07
H -8.636 -20.794 17.315  0.06
H -10.385 -21.130 17.258  0.05
H -9.747 -19.505 17.722  0.06
H -10.989 -21.254 20.882  0.06
H -11.747 -21.274 19.538  0.05
H -11.068 -19.709 19.924  0.08
C -10.788 -17.712 15.679  -0.02
C -12.081 -17.112 15.090  -0.45
C -12.822 -18.167 14.209  -0.02
C -13.048 -16.731 16.251  -0.14
C -12.644 -15.511 17.059  -0.16
C -12.691 -14.328 16.056  -0.12
C -11.638 -14.586 14.941  -0.48
C -11.873 -13.466 13.869  -0.03
C -10.208 -14.378 15.488  -0.05
N -11.775 -15.896 14.275  -0.10
O -10.873 -16.154 13.223  -0.01
H -10.246 -18.206 14.873  0.06
H -10.063 -17.004 16.079  0.07
H -11.003 -18.472 16.430  0.06
H -12.528 -18.087 13.162  0.07
H -12.683 -19.197 14.535  0.07
H -13.910 -18.096 14.181  0.07
H -14.063 -16.700 15.854  0.12
H -13.118 -17.665 16.808  0.09
H -13.267 -15.276 17.922  0.11
H -11.643 -15.565 17.487  0.10
H -12.397 -13.410 16.565  0.12
H -13.679 -14.115 15.647  0.12
H -11.695 -12.508 14.359  0.08
H -12.923 -13.467 13.576  0.08
H -11.326 -13.544 12.930  0.08
H -10.047 -13.357 15.836  0.08
H -9.420 -14.420 14.737  0.08
H -9.886 -14.923 16.375  0.06
H -10.014 -16.337 13.611  0.08
C -7.523 -21.559 12.172  -0.01
C -8.890 -21.612 12.968  -0.47
C -8.709 -22.114 14.344  -0.05
C -9.436 -20.175 13.072  -0.17
C -10.053 -19.622 11.833  -0.16
C -11.148 -20.665 11.394  -0.14
C -10.638 -22.071 11.113  -0.45
C -11.955 -22.941 11.080  -0.02
C -9.763 -22.038 9.852  -0.01
N -9.923 -22.522 12.358  -0.10
O -9.570 -23.880 12.295  -0.02
H -6.716 -21.254 12.838  0.07
H -7.240 -22.504 11.708  0.08
H -7.488 -20.753 11.439  0.06
H -7.965 -21.485 14.833  0.09
H -9.647 -22.044 14.893  0.07
H -8.323 -23.133 14.360  0.08
H -10.196 -20.168 13.852  0.10
H -8.644 -19.511 13.419  0.12
H -10.515 -18.647 11.992  0.09
H -9.351 -19.489 11.010  0.10
H -11.610 -20.219 10.514  0.10
H -11.981 -20.675 12.098  0.10
H -12.644 -22.633 11.866  0.07
H -11.724 -23.968 11.363  0.06
H -12.377 -23.061 10.083  0.06
H -9.080 -22.882 9.948  0.07
H -9.018 -21.247 9.776  0.07
H -10.305 -22.261 8.933  0.08
H -9.884 -24.166 13.155  0.07
C -17.304 -21.289 6.729  -0.03
C -16.632 -21.856 8.042  -0.47
C -17.361 -23.169 8.464  -0.04
C -15.290 -22.445 7.513  -0.16
C -14.091 -21.486 7.386  -0.16
C -13.972 -20.590 8.624  -0.14
C -15.293 -19.834 8.923  -0.43
C -15.106 -19.149 10.318  -0.04
C -15.509 -18.713 7.813  -0.02
N -16.372 -20.856 9.064  -0.12
O -17.555 -20.260 9.423  -0.01
H -16.705 -20.454 6.366  0.06
H -17.443 -21.987 5.903  0.08
H -18.261 -20.813 6.942  0.07
H -16.930 -23.644 9.345  0.06
H -18.375 -22.943 8.794  0.08
H -17.430 -23.825 7.596  0.09
H -15.079 -23.218 8.252  0.10
H -15.508 -22.803 6.507  0.12
H -13.238 -22.160 7.303  0.08
H -14.218 -20.964 6.437  0.10
H -13.133 -19.897 8.573  0.12
H -13.676 -21.303 9.393  0.10
H -15.800 -18.320 10.459  0.07
H -14.235 -18.496 10.376  0.08
H -15.216 -19.762 11.213  0.08
H -15.106 -18.921 6.822  0.07
H -14.935 -17.830 8.096  0.07
H -16.509 -18.286 7.746  0.08
H -17.710 -20.607 10.304  0.08
C -7.334 -28.339 14.330  -0.01
C -8.530 -27.493 14.868  -0.43
C -7.991 -26.048 15.141  -0.04
C -9.753 -27.338 13.847  -0.11
C -10.528 -28.666 13.680  -0.18
C -11.159 -29.045 15.009  -0.14
C -10.073 -29.148 16.088  -0.47
C -10.820 -29.271 17.418  -0.06
C -9.327 -30.533 15.987  -0.03
N -9.177 -27.975 16.125  -0.12
O -8.193 -28.174 17.036  -0.01
H -7.198 -27.982 13.309  0.08
H -6.462 -28.025 14.904  0.08
H -7.460 -29.416 14.433  0.07
H -7.363 -25.760 14.298  0.09
H -8.794 -25.317 15.236  0.06
H -7.416 -25.892 16.054  0.05
H -10.493 -26.576 14.094  0.08
H -9.502 -27.039 12.830  0.11
H -11.366 -28.466 13.012  0.09
H -9.987 -29.505 13.243  0.11
H -11.721 -29.977 14.946  0.13
H -11.894 -28.275 15.242  0.11
H -11.246 -28.294 17.645  0.05
H -10.286 -29.490 18.343  0.08
H -11.612 -30.013 17.524  0.09
H -8.259 -30.464 16.196  0.07
H -9.381 -31.007 15.007  0.07
H -9.738 -31.330 16.606  0.08
H -8.105 -27.302 17.427  0.10
C -17.327 -22.682 12.413  -0.09
C -16.540 -23.442 13.285  -0.10
C -17.300 -23.665 14.430  -0.19
N -18.392 -22.927 14.386  0.01
C -18.533 -22.509 13.100  -0.13
H -17.187 -22.318 11.406  0.06
H -15.500 -23.716 13.191  0.09
H -17.055 -24.201 15.335  0.10
H -19.120 -22.931 15.086  0.16
H -19.486 -22.066 12.849  0.11
C -15.016 -22.060 18.677  -0.13
C -15.321 -21.761 17.329  -0.08
C -14.772 -20.442 17.103  -0.12
N -14.393 -19.937 18.307  0.01
C -14.569 -20.902 19.286  -0.15
H -15.145 -23.014 19.165  0.09
H -15.890 -22.474 16.751  0.07
H -14.632 -19.928 16.164  0.09
H -13.998 -19.016 18.433  0.13
H -14.262 -20.651 20.291  0.10
C -12.224 -24.675 14.856  -0.11
C -12.215 -23.279 14.862  -0.12
C -12.217 -22.851 16.186  -0.14
N -12.217 -23.961 17.012  0.07
C -12.029 -25.018 16.176  -0.14
H -12.329 -25.390 14.054  0.09
H -12.275 -22.616 14.012  0.07
H -12.301 -21.840 16.557  0.09
H -12.271 -23.938 18.020  0.11
H -11.977 -26.022 16.572  0.10
C -11.283 -25.870 19.643  -0.13
C -12.592 -25.436 19.748  -0.16
C -12.651 -24.437 20.703  -0.13
N -11.363 -24.266 21.155  0.02
C -10.478 -25.109 20.474  -0.10
H -10.969 -26.708 19.038  0.08
H -13.453 -25.819 19.221  0.10
H -13.482 -23.865 21.091  0.10
H -11.005 -23.708 21.917  0.14
H -9.407 -25.004 20.564  0.10

Forces on atoms 1 to 3 (eV/Å):
-0.63 -0.33 0.60
1.07 -0.22 -1.06
0.26 0.45 -0.44